Entry 1:
The following is a quantum chemistry calculation of an isolated ion of composition C18H22N and charge +1, from the Open Molecules 2025 dataset.

Computed properties:
- Total charge: +1
- LUMO energy: -2.5 eV
- Multiplicity: 1
- E_HOMO: -11.839 eV
- Frontier orbital gap: 0.3444 Ha

Atoms and positions in Å:
C: 0.184 4.132 -0.961
C: 3.841 -2.133 -0.434
C: -0.452 3.864 0.233
C: 3.230 -2.380 0.796
C: 0.855 3.069 -1.641
C: 3.378 -1.070 -1.223
C: -0.436 2.555 0.748
C: 2.030 -1.712 1.129
C: 0.882 1.752 -1.141
C: 2.242 -0.331 -0.860
C: 0.185 1.472 0.047
C: 1.561 -0.659 0.309
C: 1.670 0.685 -1.828
C: 0.228 0.065 0.587
C: -2.765 0.261 0.977
C: -3.039 -1.700 -0.379
C: -1.896 -1.888 1.691
C: -0.823 -0.770 -0.150
N: -2.128 -1.017 0.557
H: 0.204 5.130 -1.359
H: 4.667 -2.735 -0.777
H: -0.957 4.643 0.793
H: 3.612 -3.148 1.452
H: 1.373 3.252 -2.591
H: 3.921 -0.851 -2.137
H: -0.875 2.393 1.730
H: 1.412 -1.927 1.983
H: 1.001 0.152 -2.486
H: 2.421 1.061 -2.485
H: -0.002 0.089 1.649
H: -3.043 0.859 0.107
H: -3.648 0.052 1.563
H: -2.078 0.869 1.554
H: -3.321 -1.040 -1.162
H: -2.533 -2.581 -0.822
H: -3.960 -2.027 0.132
H: -1.227 -1.368 2.377
H: -2.835 -2.127 2.155
H: -1.460 -2.820 1.382
H: -0.998 -0.300 -1.149
H: -0.422 -1.771 -0.366

Cartesian forces, eV/Å:
C 0.8 -1.6 -0.9
C -0.5 1.0 0.2
C 0.0 -1.0 0.5
C -1.3 0.0 -0.1
C -0.4 0.4 0.4
C 0.0 -0.6 0.4
C 0.6 -0.5 -0.8
C 0.6 1.1 -1.1
C -0.4 1.5 0.3
C 0.4 -0.4 -0.4
C 0.3 1.8 0.6
C 0.3 -0.1 0.3
C -0.4 -0.5 0.8
C 0.1 -0.3 -0.2
C -0.1 0.6 0.0
C -0.5 -1.5 -0.2
C 0.5 -0.1 1.2
C 0.3 -0.5 -1.4
N -0.2 0.8 -1.1
H 0.0 0.2 -0.2
H 0.2 0.1 0.1
H 0.1 0.0 -0.1
H 0.0 -0.1 0.0
H -0.2 0.1 0.5
H -0.2 0.1 0.0
H 0.1 0.0 -0.1
H 0.3 -0.4 0.5
H -0.4 -0.4 -0.4
H 0.6 0.5 -0.3
H 0.3 -0.1 0.2
H 0.1 -0.3 -0.1
H -0.2 -0.2 0.1
H 0.0 -0.3 0.1
H -0.1 0.6 -0.7
H -0.2 0.5 0.4
H 0.5 0.2 0.0
H -0.2 -0.3 0.1
H -0.4 0.1 0.4
H 0.4 -0.3 -0.3
H -0.4 -0.3 0.9
H -0.2 0.2 0.2


Entry 2:
The following is a quantum chemistry calculation of C40H59AsBr2N6OPPtSSi2 as an isolated structure, from the Open Molecules 2025 dataset.

Computed properties:
- Total charge: +1
- LUMO energy (alpha / beta): -2.5 / -2.5 eV
- Multiplicity: 1
- E_HOMO (alpha / beta): -7.200 / -7.207 eV
- Frontier orbital gap (alpha / beta): 0.1738 / 0.1741 Ha

Atoms and positions in Å:
Pt: -1.570 -0.122 1.076
Br: -6.527 -2.980 4.856
C: -5.153 -2.276 3.759
C: -3.854 -2.782 3.875
C: -2.892 -2.213 3.074
N: -3.136 -1.235 2.199
C: -4.389 -0.734 2.094
C: -5.426 -1.260 2.883
C: -4.572 0.403 1.216
C: -5.833 0.841 0.781
C: -5.920 1.963 -0.003
Br: -7.606 2.566 -0.626
C: -4.768 2.667 -0.360
C: -3.565 2.156 0.075
N: -3.451 1.058 0.823
H: -3.627 -3.569 4.577
H: -1.861 -2.545 3.125
H: -6.421 -0.841 2.830
H: -6.726 0.290 1.038
H: -4.832 3.569 -0.950
H: -2.636 2.647 -0.190
O: -0.561 0.716 -1.037
P: -0.677 0.347 -2.484
N: -2.053 -0.475 -2.871
C: -2.303 -0.920 -4.251
C: -3.623 -1.687 -4.167
C: -3.620 -2.222 -2.734
C: -3.052 -1.040 -1.959
N: -0.687 1.589 -3.598
C: 0.488 2.475 -3.683
C: -0.053 3.864 -3.358
C: -1.448 3.821 -3.978
C: -1.921 2.406 -3.649
N: 0.687 -0.529 -2.907
C: 1.226 -0.618 -4.277
C: 1.353 -2.114 -4.558
C: 1.677 -2.672 -3.171
C: 0.748 -1.864 -2.271
H: -1.496 -1.575 -4.597
H: -2.360 -0.071 -4.936
H: -3.689 -2.469 -4.922
H: -4.467 -1.008 -4.305
H: -2.972 -3.097 -2.653
H: -4.615 -2.496 -2.384
H: -2.609 -1.314 -0.999
H: -3.854 -0.317 -1.782
H: 0.884 2.456 -4.704
H: 1.272 2.144 -3.000
H: 0.574 4.659 -3.760
H: -0.142 3.987 -2.279
H: -1.382 3.956 -5.059
H: -2.119 4.576 -3.575
H: -2.606 2.020 -4.407
H: -2.440 2.377 -2.687
H: 2.217 -0.152 -4.297
H: 0.592 -0.094 -4.992
H: 2.119 -2.326 -5.302
H: 0.405 -2.520 -4.915
H: 2.723 -2.465 -2.933
H: 1.502 -3.743 -3.089
H: 1.097 -1.784 -1.240
H: -0.247 -2.327 -2.246
N: 1.923 0.444 1.552
S: 2.282 0.132 -0.051
C: 2.872 1.761 -0.524
C: 2.118 2.879 -0.193
C: 2.575 4.133 -0.565
C: 3.747 4.267 -1.294
C: 4.451 3.138 -1.687
C: 4.012 1.879 -1.312
C: 3.843 -0.714 0.088
C: 4.845 -0.231 0.924
C: 6.050 -0.904 0.992
C: 6.252 -2.058 0.241
C: 5.242 -2.540 -0.579
C: 4.034 -1.867 -0.660
H: 1.804 1.442 1.692
H: 1.182 2.777 0.344
H: 2.015 5.014 -0.282
H: 4.104 5.250 -1.568
H: 5.355 3.235 -2.272
H: 4.567 1.002 -1.613
H: 4.680 0.672 1.496
H: 6.842 -0.519 1.620
H: 7.199 -2.578 0.296
H: 5.402 -3.441 -1.156
H: 3.241 -2.225 -1.307
C: 0.957 -3.255 4.643
Si: 1.864 -2.266 3.313
C: 2.419 -3.522 2.003
C: 3.319 -1.305 4.056
As: 0.457 -0.577 2.289
Si: 0.113 0.908 4.167
C: 1.390 2.315 4.131
C: -1.578 1.721 3.962
C: 0.166 0.013 5.831
H: 1.531 -4.157 4.869
H: -0.035 -3.573 4.318
H: 0.848 -2.694 5.571
H: 3.495 -3.700 2.049
H: 2.178 -3.200 0.990
H: 1.923 -4.479 2.172
H: 4.275 -1.779 3.826
H: 3.240 -1.235 5.142
H: 3.347 -0.291 3.655
H: 1.102 3.092 3.418
H: 2.400 1.978 3.889
H: 1.433 2.783 5.117
H: -1.768 1.910 2.908
H: -1.640 2.671 4.501
H: -2.374 1.070 4.331
H: 1.185 -0.250 6.122
H: -0.440 -0.894 5.812
H: -0.241 0.669 6.602

Cartesian forces, eV/Å:
Pt 1.2 -0.3 0.9
Br 0.1 0.1 -0.1
C 0.0 -0.3 0.2
C -0.3 0.3 0.0
C 0.0 -0.1 0.2
N -0.8 -0.1 -0.9
C 0.4 -0.8 1.1
C 0.0 0.4 -0.2
C -0.1 0.8 -0.9
C 0.1 -0.3 0.2
C -0.1 0.3 -0.2
Br 0.2 -0.1 0.1
C -0.2 -0.3 0.1
C 0.0 0.3 -0.4
N 0.0 -0.4 0.7
H 0.1 -0.1 -0.1
H -0.1 -0.1 -0.1
H 0.0 0.0 0.1
H 0.0 0.0 0.0
H 0.1 0.0 0.0
H 0.0 -0.1 0.1
O -0.4 -0.1 -0.5
P 0.2 0.3 -0.2
N 0.2 0.1 0.1
C 0.0 0.0 -0.1
C 0.1 -0.1 0.1
C 0.0 0.1 -0.1
C -0.1 -0.1 0.2
N 0.1 -0.2 0.4
C 0.0 0.1 -0.1
C 0.0 -0.1 -0.1
C 0.1 -0.1 0.1
C -0.2 -0.1 -0.1
N -0.2 -0.2 -0.1
C 0.1 0.0 -0.1
C 0.1 0.1 0.1
C -0.2 0.1 -0.2
C 0.0 -0.1 0.0
H 0.0 0.0 0.0
H 0.0 0.0 0.0
H 0.0 0.0 0.0
H 0.0 0.0 0.0
H 0.0 0.0 0.0
H 0.0 0.0 0.0
H 0.0 0.1 0.0
H 0.0 0.1 0.1
H 0.1 0.0 0.0
H 0.0 0.0 0.0
H 0.0 0.0 0.1
H 0.1 0.0 0.1
H 0.0 0.0 0.0
H 0.0 0.0 -0.1
H 0.0 0.0 0.0
H 0.0 0.0 0.0
H 0.0 0.0 -0.1
H 0.0 0.0 0.0
H 0.0 0.0 0.0
H 0.0 0.0 0.0
H -0.1 -0.1 -0.2
H 0.1 0.0 0.1
H -0.2 -0.1 -0.1
H 0.0 0.0 0.1
N 0.5 -0.1 -0.4
S 0.3 0.6 0.8
C 0.0 0.0 -0.6
C -0.2 -0.1 0.2
C 0.0 0.1 0.0
C 0.0 0.0 -0.1
C 0.0 0.1 0.0
C 0.0 -0.1 0.1
C 0.2 -0.1 0.0
C -0.1 0.1 0.0
C 0.1 0.0 0.0
C -0.1 0.0 0.0
C 0.2 -0.1 0.0
C -0.3 0.2 -0.1
H 0.1 0.0 0.0
H 0.0 0.0 -0.1
H -0.1 0.0 0.0
H 0.0 0.0 0.0
H 0.0 0.0 0.0
H 0.0 0.0 0.0
H 0.0 0.0 0.1
H 0.0 0.0 0.0
H 0.0 0.0 0.0
H 0.0 0.0 0.0
H 0.2 0.0 0.3
C 0.0 0.3 -0.1
Si 0.2 -0.2 0.1
C -0.1 0.3 0.1
C -0.1 -0.1 -0.1
As -1.0 0.3 0.0
Si -0.3 0.5 0.3
C 0.0 -0.4 -0.1
C 0.2 -0.2 0.1
C 0.1 0.1 -0.4
H 0.1 0.0 -0.1
H 0.0 0.0 0.0
H 0.0 0.0 0.0
H 0.0 0.1 0.0
H 0.0 0.0 -0.1
H -0.1 0.0 0.0
H 0.0 0.0 0.0
H -0.1 0.0 0.0
H 0.0 0.0 0.0
H 0.0 0.0 0.0
H 0.0 0.0 0.0
H -0.1 0.0 0.0
H 0.0 0.0 -0.1
H 0.1 -0.1 0.1
H 0.0 0.0 0.0
H 0.0 -0.1 0.0
H 0.0 0.0 0.0
H 0.0 0.1 0.0


Short version: relative energy (zero: lowest compared OMol25 entry of this formula, charge and spin) = 0.0; 15.8 kcal per mole, in the order given.